13
Properties=species:S:1:pos:R:3:forces:R:3 method="wB97M-V/def2-TZVPD" lumo_energy_ev=0.9 e_above_lowest_kcal_mol=56.84 gap_ha=0.37816 multiplicity=1 fmax_ev_per_a=1.78
Cl 2.467452 0.101613 -0.039769 0.75 0.06 -0.50
N -1.139861 -0.797868 0.137849 -1.40 -0.59 -0.58
C -0.335984 -0.207454 -0.986778 0.84 -1.40 -0.73
C -0.392143 1.223445 -0.627202 -0.06 0.81 1.29
C -0.044728 -0.266156 0.970400 -0.66 0.21 1.18
C 0.900463 -0.697488 -0.122131 0.16 0.92 0.00
C -0.215727 1.237664 0.699643 -0.02 0.40 -0.76
H -0.480599 -0.544710 -2.027773 -0.06 0.17 0.62
H -0.539570 2.058764 -1.258546 -0.11 0.51 -0.63
H -1.063682 -1.823169 0.128858 -0.02 0.31 -0.14
H -0.031137 -0.674520 1.970215 0.37 0.19 0.31
H -0.175703 2.139833 1.316719 0.02 -0.77 0.08
H 1.051224 -1.749951 -0.161491 0.20 -0.83 -0.14